{"formula": "C35H15F15GeN2O6STi", "method": "ωB97M-V/def2-TZVPD", "total_charge": -1, "e_above_lowest_kj_mol": 21.57, "multiplicity": 2, "s2": 0.75, "homo_lumo_gap_ev": [6.8, 8.0], "species": ["Ti", "O", "C", "O", "C", "C", "C", "C", "C", "O", "C", "C", "O", "O", "H", "H", "H", "H", "H", "H", "H", "H", "O", "C", "C", "C", "C", "C", "C", "C", "N", "C", "C", "N", "H", "H", "H", "H", "H", "H", "H", "F", "C", "C", "C", "F", "C", "F", "C", "F", "C", "F", "Ge", "S", "C", "C", "F", "C", "F", "C", "F", "C", "F", "C", "F", "C", "C", "F", "C", "F", "C", "F", "C", "F", "C", "F"], "xyz": [[-0.393, -0.723, 0.613], [3.576, -0.393, -0.358], [2.522, -0.049, 0.152], [1.632, -0.844, 0.628], [2.161, 1.440, 0.117], [1.245, 1.622, -1.105], [1.171, 3.082, -1.533], [0.275, 3.680, -0.427], [0.017, 2.465, 0.453], [-0.070, 1.392, -0.527], [1.254, 2.052, 1.247], [0.904, 1.069, 2.369], [1.633, 0.922, 3.317], [-0.258, 0.462, 2.180], [3.095, 1.987, -0.001], [1.413, 0.907, -1.910], [2.166, 3.525, -1.569], [0.713, 3.182, -2.516], [0.751, 4.490, 0.126], [-0.662, 4.051, -0.841], [-0.901, 2.489, 1.036], [1.751, 2.905, 1.711], [-0.572, -1.367, -1.206], [-1.121, -0.773, -2.241], [-0.491, -0.765, -3.495], [-1.062, -0.115, -4.570], [-2.279, 0.552, -4.446], [-2.907, 0.560, -3.214], [-2.351, -0.090, -2.114], [-3.014, 0.001, -0.801], [-2.469, -0.193, 0.384], [-3.460, -0.020, 1.324], [-4.622, 0.286, 0.695], [-4.326, 0.306, -0.655], [0.450, -1.290, -3.584], [-0.550, -0.118, -5.523], [-2.720, 1.064, -5.288], [-3.833, 1.113, -3.104], [-3.251, -0.135, 2.373], [-5.608, 0.487, 1.070], [-4.985, 0.386, -1.408], [-0.065, -6.312, -1.789], [-1.183, -5.581, -1.941], [-1.469, -4.547, -1.068], [-2.656, -3.884, -1.297], [-3.086, -2.912, -0.497], [-3.494, -4.187, -2.361], [-4.630, -3.503, -2.547], [-3.159, -5.214, -3.225], [-3.960, -5.524, -4.248], [-1.994, -5.930, -3.008], [-1.662, -6.935, -3.822], [-0.173, -4.159, 0.382], [-0.751, -2.796, 1.924], [-0.128, -6.000, 1.171], [-1.299, -6.478, 1.729], [-2.425, -5.748, 1.676], [-1.403, -7.714, 2.347], [-2.563, -8.127, 2.869], [-0.287, -8.530, 2.412], [-0.358, -9.727, 2.999], [0.902, -8.098, 1.851], [1.981, -8.884, 1.893], [0.954, -6.852, 1.240], [2.134, -6.526, 0.689], [1.562, -3.823, -0.429], [2.668, -3.792, 0.403], [2.526, -4.033, 1.713], [3.948, -3.534, -0.049], [4.981, -3.510, 0.793], [4.148, -3.260, -1.389], [5.366, -2.975, -1.842], [3.068, -3.259, -2.250], [3.244, -2.972, -3.548], [1.804, -3.542, -1.759], [0.808, -3.498, -2.665]]}